1.
14
Properties=species:S:1:pos:R:3:forces:R:3 method="wB97M-V/def2-TZVPD" orbital_gap_ev=9.523 multiplicity=1 e_tot_ev=-7358.36591 homo_energy_ev=-8.5 lumo_energy_ev=1.01
O -1.477257 0.365807 -0.246053 0.01 -0.04 0.01
C 1.243033 0.301599 -0.675011 -0.25 -0.44 -0.47
C 0.584615 0.261248 0.982224 0.40 0.52 -0.84
C -0.934619 -0.916639 -0.501272 0.05 -0.23 -0.02
C 0.520655 -0.830682 -0.044576 0.08 -0.27 -0.29
C -0.808629 0.868335 0.911668 0.09 0.22 0.16
H -1.334558 0.540975 1.826917 0.12 0.05 -0.23
H 1.448563 0.984225 0.540594 -0.10 -0.09 1.03
H -1.462558 -1.703593 0.060074 0.05 0.15 -0.02
H 1.059885 -1.761224 0.102129 -0.11 0.02 0.00
H 2.315616 0.157212 -0.837685 -0.33 0.26 0.34
H 0.727052 0.892879 -1.423224 -0.08 -0.03 0.15
H -1.042795 -1.121111 -1.573468 0.03 0.03 0.22
H -0.839006 1.960963 0.877680 0.03 -0.14 -0.03



2.
14
Properties=species:S:1:pos:R:3:forces:R:3 method="wB97M-V/def2-TZVPD" orbital_gap_ev=10.298 multiplicity=1 e_tot_ev=-7358.99176 homo_energy_ev=-9.3 smiles="O=CC1CCC1" lumo_energy_ev=1.04
O 1.029345 -1.134004 1.309361 0.80 -0.95 -0.51
C -1.211979 0.394559 0.324176 -0.43 -0.01 0.06
C -0.589152 -0.494663 -0.768636 -0.24 0.62 -0.66
C 0.814160 0.349848 -0.479872 -0.51 -1.20 -0.39
C 1.267467 -0.889834 0.127409 1.12 -0.59 0.90
C 0.119000 1.119730 0.618154 0.22 -0.81 0.99
H -0.837357 -0.270532 -1.794209 -0.61 0.10 -0.24
H 1.373500 0.786072 -1.321503 -0.41 -0.46 0.29
H -0.720955 -1.590273 -0.626378 0.67 0.72 -0.09
H -1.582660 -0.147583 1.197332 -0.10 -0.05 -0.23
H 0.075782 2.224474 0.480737 0.43 -0.90 0.77
H 1.692905 -1.647681 -0.527941 0.29 -0.24 -0.10
H 0.608766 0.347625 1.516228 -1.28 3.56 -0.91
H -2.028849 0.984923 -0.089396 0.06 0.20 0.14



3.
14
Properties=species:S:1:pos:R:3:forces:R:3 method="wB97M-V/def2-TZVPD" orbital_gap_ev="8.206 / 8.207" multiplicity=1 e_tot_ev=-7357.03623 homo_energy_ev="-8.2 / -8.2" lumo_energy_ev="-0.03 / -0.03"
O -2.244694 -0.085517 0.767186 1.35 0.93 1.74
C -0.689903 0.958551 -0.504935 -0.04 0.34 -0.17
C -0.317246 -1.203492 0.351369 0.06 -0.33 0.08
C 1.666168 0.181104 -0.278205 0.02 -0.09 -0.23
C -1.384880 -0.339830 -0.245036 0.53 0.16 0.18
C 0.305530 0.217972 0.431276 0.55 -0.01 -0.27
H 2.401650 -0.479835 0.200551 -0.35 0.14 0.12
H 1.513512 -0.209255 -1.292719 0.16 -0.02 -0.08
H -0.219606 1.225402 -1.450012 0.06 -0.14 0.10
H 0.317872 -1.882009 -0.216728 0.00 0.20 -0.03
H 2.124880 1.173024 -0.394541 -0.30 -0.14 0.20
H -0.688917 -1.659659 1.263238 -0.09 -0.21 -0.28
H -1.272962 1.776507 -0.094762 -0.15 -0.07 -0.34
H -1.511403 0.327042 1.463316 -1.80 -0.75 -1.02



4.
14
Properties=species:S:1:pos:R:3:forces:R:3 method="wB97M-V/def2-TZVPD" orbital_gap_ev=9.682 multiplicity=1 e_tot_ev=-7360.52789 homo_energy_ev=-8.6 lumo_energy_ev=1.04
O -1.063418 -1.224565 -1.754139 0.19 -0.15 0.12
C 1.426806 -0.308773 0.101210 0.08 -0.11 -0.09
C -1.220478 0.139116 0.211145 -0.01 0.01 -0.20
C -1.667061 -0.298031 -0.964387 -0.16 0.17 0.21
C 0.113662 -0.097794 0.831526 -0.11 0.00 0.13
C 1.069126 1.047716 0.624335 0.09 0.24 0.08
H -0.343413 -1.606290 -1.232275 0.00 0.00 -0.20
H 0.098221 -0.539858 1.827740 -0.01 0.18 -0.14
H -1.824969 0.872363 0.739988 -0.04 -0.12 -0.17
H 0.731709 1.759392 -0.125047 0.11 -0.04 0.22
H -2.582563 0.079535 -1.411743 0.10 -0.14 0.11
H 2.187116 -0.852228 0.657675 -0.19 0.01 -0.15
H 1.483533 -0.450235 -0.975563 -0.14 0.08 0.17
H 1.591729 1.479654 1.469535 0.09 -0.14 -0.10



5.
14
Properties=species:S:1:pos:R:3:forces:R:3 method="wB97M-V/def2-TZVPD" orbital_gap_ev=9.627 multiplicity=1 e_tot_ev=-7360.21989 homo_energy_ev=-8.8 smiles="CCC=C=CO" lumo_energy_ev=0.87
O 2.689393 -2.072570 -0.258664 -0.02 -0.17 0.21
C -1.106423 -0.032923 -0.051603 -0.03 -0.07 -0.04
C 1.369965 -0.136881 -0.177280 -0.04 -0.17 0.07
C 0.287701 0.273182 0.432335 0.14 -0.05 -0.02
C -1.954424 1.231906 -0.128614 -0.06 0.09 -0.01
C 2.350202 -0.821502 -0.706530 -0.09 0.33 -0.04
H -2.007385 1.712323 0.854783 -0.04 -0.03 -0.14
H 2.093350 -2.262537 0.480733 0.20 -0.14 -0.15
H -2.974448 1.014959 -0.459215 0.13 0.04 0.04
H -1.567940 -0.751385 0.639970 0.04 0.13 -0.05
H -1.045518 -0.529773 -1.024885 -0.02 0.09 0.11
H 2.992412 -0.489182 -1.513447 -0.12 0.05 0.08
H -1.506529 1.946859 -0.826444 -0.10 -0.07 0.08
H 0.364348 0.865754 1.347790 0.03 -0.02 -0.16



6.
14
Properties=species:S:1:pos:R:3:forces:R:3 method="wB97M-V/def2-TZVPD" orbital_gap_ev=10.447 multiplicity=1 e_tot_ev=-7361.23007 homo_energy_ev=-9.3 smiles="C1=CCOCC1" lumo_energy_ev=1.10
O -1.025780 1.059510 0.292130 -0.09 0.03 -0.01
C -0.540083 1.015049 -1.032904 0.06 0.01 -0.25
C 0.572226 -1.122606 -0.427003 -0.02 0.10 -0.13
C 0.291981 -0.200150 -1.344078 0.01 -0.11 0.13
C 0.101015 -0.945995 0.993640 0.01 0.02 0.01
C -0.114784 0.542374 1.241004 0.11 -0.11 0.20
H -0.847940 -1.475172 1.153013 0.14 0.03 0.01
H 1.169745 -1.995446 -0.683267 -0.12 0.12 0.01
H -0.555301 0.735947 2.222908 0.05 -0.04 -0.13
H -1.428391 1.032584 -1.676349 0.15 0.01 0.05
H 0.662399 -0.284310 -2.364386 -0.07 -0.01 0.15
H 0.039370 1.926516 -1.261850 -0.04 -0.10 0.07
H 0.825147 -1.360747 1.704635 -0.06 0.10 -0.10
H 0.850396 1.072448 1.182506 -0.13 -0.05 0.00



7.
14
Properties=species:S:1:pos:R:3:forces:R:3 method="wB97M-V/def2-TZVPD" orbital_gap_ev=9.355 multiplicity=1 e_tot_ev=-7359.67047 homo_energy_ev=-8.4 lumo_energy_ev=0.92
O 0.724685 1.386292 1.017982 0.27 -0.16 0.20
C -0.570409 1.182394 0.345444 -0.18 0.00 -0.07
C -0.490403 -0.258240 -0.124375 -0.01 0.05 -0.01
C 0.357663 -0.831358 1.019673 0.11 -0.07 0.03
C 1.306156 0.288014 1.424256 -0.44 0.11 -0.17
C 0.238488 -0.371042 -1.464885 0.04 -0.02 -0.08
H -1.483462 -0.715613 -0.187415 0.15 0.08 0.08
H 0.554541 -1.401980 -1.653539 -0.09 0.12 0.00
H -0.649637 1.938303 -0.438040 0.04 -0.11 0.08
H 1.139842 0.254009 -1.469480 -0.12 -0.12 0.02
H -1.346507 1.347541 1.100654 0.09 -0.02 -0.13
H -0.397931 -0.049377 -2.295658 0.08 -0.03 0.12
H -0.246464 -0.994186 1.928899 0.07 -0.02 -0.10
H 0.863437 -1.774757 0.796483 -0.01 0.18 0.03



8.
14
Properties=species:S:1:pos:R:3:forces:R:3 method="wB97M-V/def2-TZVPD" orbital_gap_ev=10.815 multiplicity=1 e_tot_ev=-7360.06393 homo_energy_ev=-9.8 smiles="C=CCCC=O" lumo_energy_ev=0.98
O 2.635615 -1.827601 -1.212166 -1.24 1.65 1.28
C -1.957672 0.707316 -0.519176 -2.19 1.44 -3.10
C 0.025684 0.162861 0.902912 -0.09 -1.62 0.32
C 0.763913 -0.376800 -0.356314 0.18 0.43 -0.74
C 2.144249 -1.133236 -0.336077 0.05 -0.71 1.62
C -1.221960 0.934383 0.541360 -0.92 1.13 1.54
H -1.838040 -0.110988 -1.247185 0.39 0.48 0.40
H 0.653389 0.710308 1.569230 0.59 0.78 0.23
H 2.661927 -1.075646 0.728683 -0.50 0.03 -1.72
H -2.742349 1.508355 -0.942140 1.41 -2.05 1.62
H -0.273646 -0.700116 1.527482 0.03 0.15 -0.20
H 0.031798 -0.988056 -0.865263 0.16 -0.54 -0.31
H 0.853508 0.487713 -1.031521 0.36 -0.17 0.00
H -1.736413 1.701501 1.240174 1.79 -0.99 -0.92



9.
14
Properties=species:S:1:pos:R:3:forces:R:3 method="wB97M-V/def2-TZVPD" orbital_gap_ev="7.632 / 7.499" multiplicity=1 e_tot_ev=-7357.89185 homo_energy_ev="-8.4 / -8.2" lumo_energy_ev="-0.74 / -0.68"
O 0.866522 0.019479 1.555542 -0.33 0.08 0.11
C -0.568879 -0.556282 -0.448610 -0.02 0.43 0.30
C 0.561195 -0.857525 0.467247 -0.01 -0.28 -0.30
C -1.121232 0.773081 -0.394111 0.03 -0.14 -0.11
C 1.868072 -0.969174 -0.340395 0.06 -0.03 -0.07
C -2.401132 1.099284 -0.666388 0.06 -0.02 0.06
H -3.191360 0.368077 -0.815596 0.29 -0.06 -0.16
H -2.703062 2.144102 -0.687641 0.01 -0.16 0.23
H 0.346046 -1.869015 0.855966 0.00 0.15 0.02
H 0.129361 -0.017110 2.177195 0.12 0.11 -0.06
H 1.748344 -1.602548 -1.220986 -0.03 0.09 0.13
H 2.199197 0.026813 -0.651914 -0.13 -0.12 0.01
H -0.463590 1.608472 -0.133798 0.12 -0.13 -0.05
H 2.643088 -1.388804 0.308627 -0.17 0.08 -0.10



10.
14
Properties=species:S:1:pos:R:3:forces:R:3 method="wB97M-V/def2-TZVPD" orbital_gap_ev=8.813 multiplicity=1 e_tot_ev=-7358.83213 homo_energy_ev=-8.9 lumo_energy_ev=-0.10
O -0.643656 -2.100007 0.215895 0.53 0.22 0.05
C 0.507191 -0.149772 1.056454 0.12 -0.15 0.54
C 0.147713 -1.194063 -0.026375 0.08 0.06 0.28
C -0.457951 1.044203 0.880963 0.26 -0.51 -0.43
C -0.750131 0.791297 -0.599651 0.24 -0.42 -0.73
C 0.633908 -0.868002 -1.347171 -0.51 0.58 0.48
H -1.341361 0.994836 1.547126 0.27 -0.32 -0.70
H -0.337568 1.480346 -1.315011 -0.39 0.25 -0.23
H -0.006490 2.032088 1.096304 0.04 -0.61 -0.38
H 1.503033 -0.231907 -1.518627 -0.19 -0.08 0.50
H 1.525325 0.227447 0.902514 -0.09 -0.39 0.29
H 0.361910 -0.680453 1.986277 0.37 0.17 0.49
H -1.720855 0.342602 -0.778405 0.14 0.15 -0.46
H 0.578932 -1.688614 -2.100293 -0.89 1.05 0.30



11.
14
Properties=species:S:1:pos:R:3:forces:R:3 method="wB97M-V/def2-TZVPD" orbital_gap_ev="8.329 / 6.504" multiplicity=1 e_tot_ev=-7358.16957 homo_energy_ev="-7.5 / -6.7" lumo_energy_ev="0.86 / -0.16"
O 0.725864 2.466465 -0.799913 0.80 0.93 0.28
C -0.469675 -1.626679 0.165560 0.00 -0.23 0.50
C 0.288723 0.691407 0.806678 1.02 0.61 0.44
C 0.028832 1.377597 -0.452129 -1.37 -0.66 -0.80
C -0.483488 -1.525723 -1.208012 -0.01 -0.22 -0.25
C -0.241233 -0.644712 1.124657 -0.41 -0.37 -0.59
H -0.306878 -0.892001 2.179063 0.01 -0.08 -0.17
H -0.606933 -2.633232 0.566650 0.02 0.14 -0.08
H 1.259900 2.768660 -0.047643 -0.10 -0.05 -0.28
H -0.458718 -2.433104 -1.804731 -0.15 0.09 0.14
H -0.727351 1.124386 -1.177696 -0.01 0.13 0.23
H -0.536066 -0.604223 -1.766543 0.18 -0.15 0.16
H 0.138449 1.388542 1.649034 -0.07 -0.12 0.05
H 1.388575 0.542617 0.765025 0.06 -0.02 0.38



12.
14
Properties=species:S:1:pos:R:3:forces:R:3 method="wB97M-V/def2-TZVPD" orbital_gap_ev=10.389 multiplicity=1 e_tot_ev=-7359.68294 homo_energy_ev=-9.6 smiles="O=CC1CCC1" lumo_energy_ev=0.78
O 1.488091 1.360740 -1.008091 0.91 -0.33 -0.37
C -0.653801 0.930325 0.207111 0.33 -0.43 0.77
C 1.739104 0.465614 -0.232462 0.06 0.30 -0.68
C -1.115125 -0.237934 -0.665677 -0.22 -0.14 -0.03
C -0.340033 -1.201912 0.206567 -0.10 -0.37 -0.20
C 0.687622 -0.141917 0.630885 -0.63 0.89 -0.35
H -0.030374 -2.170600 -0.183931 0.20 0.01 -0.06
H 2.800257 0.207556 -0.063151 -0.03 -0.32 0.04
H -1.223250 1.110107 1.107910 -0.45 -0.29 0.15
H 1.225368 -0.532087 1.544840 -0.94 1.40 -0.12
H -0.933829 -1.360777 1.117321 0.16 -0.22 -0.19
H -0.666006 -0.171539 -1.663690 -0.12 0.12 0.21
H -0.582624 1.881173 -0.363806 0.83 -0.70 0.85
H -2.186240 -0.415599 -0.765075 0.00 0.07 0.00



13.
14
Properties=species:S:1:pos:R:3:forces:R:3 method="wB97M-V/def2-TZVPD" orbital_gap_ev=9.036 multiplicity=1 e_tot_ev=-7356.63883 homo_energy_ev=-8.2 lumo_energy_ev=0.85
O -1.581610 0.676336 0.512883 0.74 0.38 -0.20
C 1.780217 -1.781778 0.651145 0.76 0.10 -0.11
C 2.047336 -0.545140 0.290538 -0.83 0.62 -0.12
C 1.733660 0.657724 -0.000445 -0.48 -0.12 0.23
C -0.395398 0.111453 0.308285 0.87 0.51 0.06
C -2.214391 1.047586 -0.687758 -0.21 0.19 -0.33
H 1.835926 -1.983719 1.712004 -0.05 -0.67 -0.07
H -3.169034 1.450298 -0.371610 -0.16 0.15 -0.43
H -1.586014 1.780336 -1.202651 -0.32 0.14 -0.02
H -0.229762 -0.272642 -0.696999 -0.10 -0.62 0.64
H -0.063573 -0.239020 1.259396 0.55 -0.70 -0.16
H 1.741813 -2.505723 -0.148351 -0.15 -0.56 0.36
H -2.327749 0.171601 -1.339410 -0.18 0.14 0.12
H 2.428584 1.432689 -0.287032 -0.44 0.45 0.02



14.
14
Properties=species:S:1:pos:R:3:forces:R:3 method="wB97M-V/def2-TZVPD" orbital_gap_ev=10.334 multiplicity=1 e_tot_ev=-7361.14112 homo_energy_ev=-9.4 smiles="C[C@H]1CCC1=O" lumo_energy_ev=0.92
O -1.202631 -2.027981 0.866021 0.25 0.95 -0.32
C 0.029490 1.326737 1.348226 -0.08 -0.18 0.04
C -0.752581 -1.176660 0.146537 -0.05 -0.19 0.54
C -0.053472 -1.253237 -1.219093 -0.21 -0.26 0.11
C -0.385102 0.373644 0.220020 -0.13 -0.14 0.09
C 0.740785 -0.034432 -0.744462 0.23 0.13 -0.26
H 0.469418 -2.171162 -1.490374 -0.10 0.04 0.17
H -0.707691 1.487842 2.140442 -0.02 -0.24 -0.19
H -1.210540 0.837870 -0.340658 0.17 -0.06 -0.06
H 1.085317 0.669054 -1.497424 -0.03 0.12 0.03
H -0.771846 -0.998401 -2.004900 0.12 0.03 0.04
H 1.577906 -0.370933 -0.122282 0.06 0.12 -0.25
H 0.205534 2.307107 0.882960 -0.02 -0.20 0.11
H 0.975412 1.030554 1.814987 -0.20 -0.12 -0.05



15.
14
Properties=species:S:1:pos:R:3:forces:R:3 method="wB97M-V/def2-TZVPD" orbital_gap_ev="7.548 / 7.188" multiplicity=1 e_tot_ev=-7356.38958 homo_energy_ev="-8.0 / -7.7" lumo_energy_ev="-0.41 / -0.49"
O -1.418107 1.312430 0.741721 0.20 0.29 0.01
C 1.410167 -0.165770 0.101534 -0.10 0.06 0.07
C 2.762790 -0.092150 -0.172527 0.77 -0.33 -0.87
C -2.030281 -0.766572 -0.237919 -0.15 -0.02 0.07
C 0.250594 -0.016777 -0.476485 0.44 0.02 0.53
C -1.121202 0.461746 -0.362552 -0.09 -0.44 -0.19
H 3.125033 0.467194 -1.030357 0.14 0.17 0.17
H 1.918672 0.011108 1.201050 -1.25 0.02 -0.47
H -1.928546 -1.413155 -1.113756 -0.02 0.16 0.15
H -1.377708 0.976202 -1.311564 0.18 -0.13 0.26
H 3.470927 -0.716692 0.350756 -0.01 0.17 0.24
H -0.751702 2.009808 0.729412 -0.14 -0.01 0.17
H -3.067532 -0.440571 -0.132440 0.09 -0.04 -0.02
H -1.749650 -1.336005 0.653254 -0.06 0.08 -0.11



16.
14
Properties=species:S:1:pos:R:3:forces:R:3 method="wB97M-V/def2-TZVPD" orbital_gap_ev=9.575 multiplicity=1 e_tot_ev=-7357.84566 homo_energy_ev=-9.1 lumo_energy_ev=0.47
O 1.089430 -0.189346 1.338886 -0.51 0.08 -0.49
C -0.812614 -1.037050 -0.205569 0.23 -0.20 0.12
C -0.762544 1.094268 0.033180 0.26 0.16 0.15
C 0.152104 0.080549 -0.751854 0.26 0.06 -0.59
C -0.862471 -0.084777 0.942842 1.00 -0.03 0.04
C 1.461746 -0.036931 0.023892 0.15 0.06 -0.55
H 0.224008 0.200170 -1.832288 -0.07 0.02 -0.14
H -0.375104 -0.205016 1.906110 -2.02 -0.06 1.02
H 2.034141 -0.905052 -0.338598 0.01 0.10 -0.08
H 2.067104 0.871174 -0.124714 0.01 -0.09 -0.10
H -0.384641 2.024782 0.450342 0.20 -0.09 -0.12
H -0.478842 -2.051206 -0.000312 0.20 0.09 -0.12
H -1.704266 -1.043876 -0.849898 0.15 0.11 0.45
H -1.648054 1.282306 -0.592018 0.14 -0.22 0.43



17.
14
Properties=species:S:1:pos:R:3:forces:R:3 method="wB97M-V/def2-TZVPD" orbital_gap_ev=10.756 multiplicity=1 e_tot_ev=-7361.42271 homo_energy_ev=-9.7 smiles="CC(=O)C1CC1" lumo_energy_ev=1.10
O -0.279775 1.473749 1.027370 -0.16 -0.34 -0.22
C -0.674093 0.515076 0.390548 0.08 0.21 0.14
C 0.273224 -0.336241 -0.388122 -0.21 -0.07 -0.01
C 1.547682 0.319409 -0.868334 0.09 0.11 -0.12
C 1.607052 -0.630813 0.270308 0.16 -0.07 0.13
C -2.139390 0.125658 0.396546 -0.05 0.00 -0.02
H -0.162996 -1.116450 -1.005213 0.08 0.13 0.11
H 1.639122 1.377299 -0.641158 -0.03 -0.18 -0.02
H 1.931562 0.005080 -1.833820 -0.07 0.03 0.16
H -2.404614 -0.548236 -0.423034 0.07 0.12 0.12
H 2.032072 -1.617297 0.110072 -0.09 0.17 0.01
H 1.743966 -0.212955 1.263548 -0.04 -0.05 -0.17
H -2.357324 -0.381109 1.344368 0.06 0.05 -0.14
H -2.756492 1.026825 0.356922 0.11 -0.11 0.02